# C4H12N2

A 2-piece molecular cluster, C4H12N2 overall (wB97M-V/def2-TZVPD, the OMol25 dataset).

Structure (XYZ):
```
18
Properties=species:S:1:pos:R:3:nbo_charge:R:1
C -0.631 -3.369 -1.437 -0.075
N -0.187 -2.207 -1.106 -0.404
C 1.120 -1.833 -0.835 -0.437
H -1.730 -3.359 -1.668 0.188
H -0.008 -4.284 -1.334 0.150
H 1.207 -1.529 0.233 0.216
H 1.438 -1.134 -1.523 0.215
H 1.804 -2.769 -0.747 0.147
C -0.262 3.273 1.781 -0.635
C -0.412 1.839 1.284 -0.219
N 0.237 1.759 -0.014 -0.839
H -1.196 3.836 1.544 0.208
H 0.068 3.194 2.878 0.216
H 0.641 3.815 1.294 0.217
H -0.103 1.088 2.164 0.179
H -1.452 1.631 1.269 0.161
H 0.241 0.842 -0.347 0.357
H -0.150 2.344 -0.675 0.354
```

Values from the calculation:
Total charge ... 0
SMILES ... C=NC.CCN
M ... 88.15 g mol⁻¹
Multiplicity ... 1
Orbital gap ... 10.0878 eV
HOMO energy ... -0.3306 Eh